*1*
C2H7N2OS | ωB97M-V/def2-TZVPD

```
13
C2H7N2OS | the Open Molecules 2025 dataset | ωB97M-V/def2-TZVPD
C 1.62270 -0.96381 0.47733
C -2.79250 1.04020 -0.67196
N 2.13174 -0.56524 1.53553
N 2.09757 -0.67454 -0.68305
O -1.89395 -0.12423 -0.69853
S -1.57720 -0.87734 0.61328
H -2.92342 1.43723 0.22622
H -3.55414 0.61954 -1.30134
H -2.21151 1.78296 -1.26253
H 3.00556 -0.03110 1.51250
H 1.74438 -0.84227 2.42209
H 2.82984 -0.02721 -0.69415
H 1.52092 -0.77419 -1.47540
```

Properties
Net charge ... +1



*2*
C2H7N2OS | ωB97M-V/def2-TZVPD

```
13
C2H7N2OS | the Open Molecules 2025 dataset | ωB97M-V/def2-TZVPD
C -1.08589 -0.13024 0.43181
C 2.17149 0.26477 -0.32481
N -1.41179 0.71904 1.36306
N -1.72120 -0.41577 -0.65855
O 0.77846 -1.83355 -1.04333
S 1.16718 -1.16332 0.17618
H 2.70811 -0.01889 -1.22708
H 2.86797 0.47985 0.48040
H 1.56171 1.13801 -0.52818
H -2.29900 1.21854 1.38251
H -0.80785 0.86853 2.16076
H -2.64028 -0.05397 -0.90389
H -1.28892 -1.07299 -1.30887
```

Properties
Net charge ... +1



Stability check: which of them is least stable? *1*.



*1*
C6H10 | ωB97M-V/def2-TZVPD

```
16
C6H10 | the Open Molecules 2025 dataset | ωB97M-V/def2-TZVPD
C 0.72087 0.00824 0.86380
C 0.49252 -0.46438 2.10024
C -0.34549 -0.65543 -0.75958
C -0.30108 0.54149 -0.03373
C -1.11025 1.75059 0.09698
C 0.57600 -1.12538 -1.83718
H 1.75489 -0.02329 0.54829
H -0.46259 -0.39038 2.60411
H 1.36487 -0.70915 2.68846
H -1.06799 -1.42456 -0.45688
H -0.76186 2.30612 0.96469
H -2.15765 1.52049 0.28727
H -1.07362 2.34139 -0.81507
H 1.54393 -1.38744 -1.41636
H 0.71322 -0.30246 -2.53281
H 0.11422 -1.98585 -2.30225
```

Properties
<S²> ... 0.76
Net charge ... +1
2S+1 ... 2



*2*
C6H10 | ωB97M-V/def2-TZVPD

```
16
C6H10 | the Open Molecules 2025 dataset | ωB97M-V/def2-TZVPD
C 1.88375 0.10090 1.30857
C 1.27796 -1.11077 0.62803
C -2.14756 1.16273 -1.77679
C -1.97896 0.43397 -0.66030
C -0.69534 0.27610 -0.02536
C -0.00270 -0.93222 -0.05787
H 2.14064 0.89139 0.59523
H 2.83553 -0.14772 1.76450
H 1.28757 0.63385 2.04182
H 1.01561 -1.79386 1.44719
H 2.02628 -1.61834 0.01110
H -3.04667 1.32968 -2.36897
H -1.31077 1.66693 -2.25230
H -2.66862 -0.31425 -0.27912
H -0.16274 1.19047 0.20648
H -0.45400 -1.76886 -0.58220
```

Properties
<S²> ... 0.77
Net charge ... +1
2S+1 ... 2



Stability check: which of them is least stable? *1*.



*1*
C3H6N2O3 | ωB97M-V/def2-TZVPD

```
14
C3H6N2O3 | the Open Molecules 2025 dataset | ωB97M-V/def2-TZVPD
C -0.43995 -1.33994 -1.64471
C -0.59261 -0.65335 -0.52803
C 0.51404 -0.42197 0.54384
N 0.06690 -0.81534 1.77650
N 0.51893 2.16562 -0.28558
O 1.38529 1.90460 -1.04685
O -0.04969 3.17645 -0.23770
O 0.13205 1.36772 0.68798
H -1.42505 -1.40835 -2.19922
H 0.35503 -1.97423 -1.94036
H -1.52092 -0.22023 -0.15279
H 1.52592 -0.29791 0.50171
H 0.48887 -0.54976 2.59920
H -0.95882 -0.93330 1.92600
```

Properties
<S²> ... 2.02
2S+1 ... 3



*2*
C3H6N2O3 | ωB97M-V/def2-TZVPD

```
14
C3H6N2O3 | the Open Molecules 2025 dataset | ωB97M-V/def2-TZVPD
C 0.58461 -0.22643 0.39286
C 0.04954 -0.06142 -1.02867
C -0.58117 0.11045 1.41919
N -1.76965 0.34316 1.09819
N -0.10864 0.01201 2.80014
O 1.50527 0.87224 0.69509
O 0.66204 -0.86729 3.08752
O -0.61882 0.81914 3.51565
H 0.99225 0.01566 -1.60727
H -0.49492 -1.04931 -1.23710
H -0.62323 0.75536 -1.26541
H 1.30016 -1.12187 0.38980
H -2.47869 0.61982 1.78438
H 2.01597 0.86159 -0.01957
```

Properties
<S²> ... 2.01
2S+1 ... 3



*3*
C3H6N2O3 | ωB97M-V/def2-TZVPD

```
14
C3H6N2O3 | the Open Molecules 2025 dataset | ωB97M-V/def2-TZVPD
C 0.43301 0.33991 0.10004
C 1.83133 -0.06259 -0.21655
C -0.26270 0.51541 1.37426
N -1.66850 1.59945 -1.97866
N -0.52603 -0.66394 0.43832
O -0.07994 -1.79230 0.57376
O -1.82054 -0.63026 -0.06142
O -1.27422 1.59542 -3.05749
H 2.33998 0.56637 -0.80965
H 2.41954 -0.30069 0.65479
H 1.59687 -1.02273 -0.59355
H -1.06606 1.21757 1.29883
H 0.05823 0.30194 2.38943
H -1.98097 -1.66355 -0.11213
```

Properties
<S²> ... 2.01
2S+1 ... 3



Stability check: which of them is least stable? *1*.



*1*
CH8N6 | ωB97M-V/def2-TZVPD

```
15
CH8N6 | the Open Molecules 2025 dataset | ωB97M-V/def2-TZVPD
H -1.89261 2.05967 -0.93354
N -1.91124 1.01909 -0.91414
N -2.16290 0.51798 0.20394
N -2.04308 1.25442 1.29173
H -1.56981 2.15922 1.22837
H -1.83916 0.73611 2.13088
N 0.54388 0.42538 -0.01145
C 1.17382 -0.65453 -0.22108
N 1.87278 -0.97941 -1.38427
N 1.28266 -1.62108 0.76898
H -0.11881 0.91034 -0.85830
H 1.94695 -1.96750 -1.58115
H 1.60054 -0.43774 -2.19131
H 2.15886 -2.11885 0.80306
H 0.95812 -1.30310 1.66828
```

Properties
SMILES ... [H]/N=N\N.N=C(N)N



*2*
CH8N6 | ωB97M-V/def2-TZVPD

```
15
CH8N6 | the Open Molecules 2025 dataset | ωB97M-V/def2-TZVPD
C -0.09580 -0.29942 -0.08472
H 2.11341 0.68663 -0.88185
H 0.54506 2.04676 -1.27742
H -0.23044 1.83133 0.73723
H -1.43626 -1.30212 -0.78731
H -3.21151 0.53807 -0.07367
H -2.66941 -0.50051 1.14635
H 2.46801 -2.10266 0.47536
H 1.94900 -0.19525 0.94112
N 1.25231 1.55143 -0.29946
N 0.30626 0.99695 0.51982
N -1.38629 -0.46620 -0.47295
N -2.54370 -0.32408 0.15665
N 0.78608 -1.31003 -0.25999
N 2.15327 -1.15090 0.16083
```



Stability check: which of them is least stable? *2*.